Record 1
{"formula": "C44H56N8O2", "method": "wB97M-V/def2-TZVPD", "homo_lumo_gap_ev": [4.59, 6.57], "s2": 0.7683, "multiplicity": 2, "lumo_energy_ha": [-0.4421, -0.4422], "molar_mass_g_mol": 728.99, "homo_energy_ev": [-16.619, -18.604], "total_charge": 5, "species": ["C", "C", "O", "O", "H", "H", "H", "C", "N", "C", "C", "C", "C", "C", "C", "C", "C", "N", "C", "C", "C", "H", "H", "H", "H", "H", "H", "H", "H", "H", "H", "H", "H", "H", "H", "C", "N", "C", "C", "C", "C", "C", "C", "C", "C", "N", "C", "C", "C", "H", "H", "H", "H", "H", "H", "H", "H", "H", "H", "H", "H", "H", "H", "C", "N", "C", "C", "C", "C", "C", "C", "C", "C", "N", "C", "C", "C", "H", "H", "H", "H", "H", "H", "H", "H", "H", "H", "H", "H", "H", "H", "C", "C", "N", "C", "C", "N", "C", "C", "H", "H", "H", "H", "H", "H", "H", "H", "H", "H", "H"], "coordinates": [[3.6472, -3.2373, 0.9593], [2.7352, -2.6883, -0.1451], [1.5316, -2.4724, 0.2403], [3.3094, -2.1032, -1.0808], [3.8765, -2.3198, 1.5012], [4.5540, -3.6707, 0.5372], [3.1698, -3.9947, 1.5811], [1.6774, 0.8781, 0.6539], [0.1959, 1.2210, 0.5938], [-0.3466, 2.4616, 0.6945], [-1.7281, 2.6875, 0.7114], [-2.5605, 1.6106, 0.4650], [-1.9801, 0.3402, 0.3219], [-0.5835, 0.1683, 0.3605], [-4.0548, 1.6790, 0.4165], [-4.9227, 0.6990, 0.8822], [-6.2725, 0.7332, 0.7269], [-6.8743, 1.8392, 0.1384], [-6.0777, 2.8699, -0.2539], [-4.6947, 2.8191, -0.0678], [-8.3540, 2.0948, 0.2410], [1.8165, 0.6256, -0.3973], [1.9032, 0.0173, 1.2832], [2.2816, 1.7647, 0.8459], [0.3261, 3.3056, 0.6571], [-2.0830, 3.7021, 0.8159], [-2.5069, -0.5663, 0.0629], [-0.0978, -0.7385, 0.0317], [-4.4379, -0.1601, 1.3219], [-6.9745, 0.0149, 1.1241], [-6.5608, 3.7658, -0.6149], [-3.9178, 3.5165, -0.3444], [-8.8331, 1.3726, -0.4200], [-8.7308, 3.0115, -0.2128], [-8.6459, 1.9759, 1.2844], [-5.7785, -3.9936, -3.4709], [-4.5431, -3.1660, -3.2737], [-4.2526, -2.1365, -4.1808], [-3.0823, -1.4865, -4.0396], [-2.2414, -1.7196, -2.9504], [-2.5283, -2.6914, -1.9825], [-3.7366, -3.3981, -2.1702], [-0.8546, -1.0403, -2.9418], [-0.7706, 0.3646, -2.9906], [0.4779, 0.9691, -3.1942], [1.5867, 0.1680, -3.3891], [1.4862, -1.1938, -3.2803], [0.2620, -1.8085, -2.9652], [2.9739, 0.6059, -3.8737], [-6.5531, -3.4160, -3.9754], [-6.1624, -4.2281, -2.4781], [-5.5322, -4.9109, -4.0056], [-4.9393, -1.8534, -4.9649], [-2.8113, -0.7190, -4.7494], [-1.8853, -2.9097, -1.1426], [-4.1830, -4.0450, -1.4295], [-1.6878, 0.9345, -3.0127], [0.6203, 2.0352, -3.2923], [2.3254, -1.8736, -3.2877], [0.1516, -2.8675, -2.7848], [2.8131, 1.3356, -4.6673], [3.5890, -0.2494, -4.1531], [3.4459, 0.9872, -2.9682], [3.2322, -4.2069, 4.8003], [2.3553, -3.0890, 4.4518], [1.3683, -3.2360, 3.5847], [0.4308, -2.1785, 3.3387], [0.4902, -1.0407, 4.1403], [1.5619, -0.9575, 5.0228], [2.4809, -1.9619, 5.1813], [-0.5770, 0.1062, 4.1995], [-1.9514, -0.1444, 4.3704], [-2.7772, 1.0188, 4.5194], [-2.3027, 2.2784, 4.4431], [-1.0414, 2.4350, 4.1013], [-0.1568, 1.3639, 4.1856], [-3.1536, 3.4241, 4.5746], [3.3608, -4.8117, 3.9027], [2.7261, -4.8533, 5.5173], [4.2144, -4.0013, 5.2259], [1.1520, -4.2292, 3.2196], [-0.4872, -2.3270, 2.7895], [1.6495, -0.0371, 5.5810], [3.2603, -1.9507, 5.9289], [-2.2653, -1.1778, 4.3645], [-3.8067, 0.8987, 4.8229], [-0.8196, 3.4844, 3.9748], [0.9125, 1.5130, 4.2152], [-2.6850, 4.3988, 4.7105], [-3.8886, 3.2444, 5.3592], [-3.6956, 3.4909, 3.6313], [5.7300, 3.2456, -4.8138], [6.8202, 2.9997, -3.7046], [6.5290, 1.9305, -2.8711], [6.3708, 0.5696, -3.2032], [5.8253, -0.0399, -2.1272], [5.7425, 0.8111, -1.0714], [6.1487, 2.0594, -1.5008], [5.0867, 0.4812, 0.1632], [6.1269, 3.7759, -5.6794], [4.7817, 3.6738, -4.4889], [5.5358, 2.2880, -5.2969], [7.0968, 3.8808, -3.1256], [7.7573, 2.7470, -4.2007], [6.7299, 0.2090, -4.1557], [5.4962, -1.0586, -1.9841], [5.9394, 2.9466, -0.9216], [4.0856, 0.1051, -0.0476], [4.9966, 1.3001, 0.8768], [5.6372, -0.2952, 0.6945]]}


Record 2
{"formula": "C44H57N2O7P2SiV", "method": "wB97M-V/def2-TZVPD", "homo_lumo_gap_ev": [6.96, 6.93], "s2": 3.7662, "multiplicity": 4, "lumo_energy_ha": [0.0844, 0.0843], "relative_energy_kcal_mol": 0.0, "molar_mass_g_mol": 866.92, "homo_energy_ev": [-4.667, -4.640], "total_charge": -1, "species": ["V", "C", "Si", "C", "C", "C", "C", "C", "C", "P", "C", "C", "C", "C", "C", "C", "C", "C", "C", "C", "C", "C", "C", "C", "C", "C", "C", "C", "P", "C", "C", "C", "C", "C", "C", "C", "C", "C", "C", "C", "C", "H", "H", "H", "H", "H", "H", "H", "H", "H", "H", "H", "H", "H", "H", "H", "H", "H", "H", "H", "H", "H", "H", "H", "H", "H", "H", "H", "H", "H", "H", "H", "H", "H", "H", "H", "H", "H", "H", "H", "H", "H", "H", "H", "H", "H", "H", "H", "H", "H", "H", "H", "H", "H", "H", "H", "O", "C", "O", "C", "C", "C", "C", "C", "C", "O", "N", "O", "O", "N", "O", "O", "H", "H"], "coordinates": [[0.9271, 0.4454, -0.1341], [2.3024, -0.4017, 3.6392], [0.9569, 0.1740, 2.4249], [-0.5761, -0.9419, 2.8614], [-1.2266, -0.8682, 4.0963], [-2.4187, -1.5404, 4.3433], [-2.9931, -2.3135, 3.3427], [-2.3593, -2.4258, 2.1112], [-1.1588, -1.7561, 1.8710], [-0.2937, -1.7583, 0.2616], [-1.4090, -2.5937, -0.9506], [-1.8695, -4.0613, -0.7183], [-1.4292, -4.9903, -1.8487], [-1.9811, -4.5244, -3.1986], [-1.8156, -2.9979, -3.3887], [-0.8465, -2.4031, -2.3712], [1.2060, -2.7979, 0.5716], [2.2911, -2.4688, -0.4941], [3.1181, -3.6960, -0.8726], [3.5901, -4.4404, 0.3745], [2.4091, -4.8668, 1.2828], [1.0666, -4.2994, 0.8096], [0.3537, 1.8553, 3.1334], [0.6351, 2.2989, 4.4310], [0.2064, 3.5359, 4.8934], [-0.5243, 4.3699, 4.0570], [-0.8170, 3.9560, 2.7649], [-0.3852, 2.7125, 2.2977], [-0.7107, 2.1391, 0.5850], [-0.7291, 3.6870, -0.4395], [-1.9912, 4.5533, -0.5154], [-1.6343, 5.9305, -1.1025], [-0.5418, 5.8337, -2.1826], [-0.6022, 4.4756, -2.8720], [-0.2711, 3.3493, -1.8795], [-2.4156, 1.4259, 0.6825], [-2.9122, 0.9678, -0.6945], [-4.1793, 0.1236, -0.5532], [-5.2670, 0.8692, 0.2177], [-4.7516, 1.3216, 1.5826], [-3.5036, 2.1934, 1.4352], [1.9712, -0.4224, 4.6855], [3.1789, 0.2496, 3.5591], [2.6253, -1.4175, 3.3833], [-0.8079, -0.2368, 4.8768], [-2.9076, -1.4480, 5.3073], [-3.9319, -2.8273, 3.5160], [-2.8217, -3.0247, 1.3363], [-2.2944, -1.9509, -0.8993], [-2.9642, -4.0859, -0.6708], [-1.5214, -4.4460, 0.2381], [-1.7549, -6.0117, -1.6376], [-0.3370, -5.0241, -1.8938], [-3.0386, -4.7963, -3.2653], [-1.4753, -5.0653, -4.0022], [-2.7825, -2.4975, -3.2710], [-1.4765, -2.7698, -4.4004], [-0.6643, -1.3462, -2.5644], [0.1291, -2.8920, -2.4683], [1.5468, -2.3737, 1.5210], [2.9602, -1.7019, -0.0857], [1.8528, -2.0337, -1.3953], [3.9707, -3.3901, -1.4817], [2.5190, -4.3651, -1.5003], [4.2682, -3.7857, 0.9297], [4.1792, -5.3132, 0.0848], [2.5857, -4.5150, 2.3028], [2.3440, -5.9560, 1.3422], [0.2997, -4.4901, 1.5641], [0.7466, -4.8086, -0.1009], [1.2239, 1.6690, 5.0918], [0.4513, 3.8553, 5.9009], [-0.8558, 5.3425, 4.4032], [-1.3734, 4.6226, 2.1180], [0.0542, 4.2854, 0.0390], [-2.4776, 4.6850, 0.4483], [-2.7242, 4.0515, -1.1550], [-1.2973, 6.5876, -0.2953], [-2.5359, 6.3887, -1.5195], [0.4466, 5.9534, -1.7280], [-0.6495, 6.6480, -2.9021], [0.0853, 4.4279, -3.7175], [-1.6059, 4.3319, -3.2881], [0.8026, 3.1561, -1.8654], [-0.7218, 2.4142, -2.2176], [-2.2160, 0.5191, 1.2669], [-2.1267, 0.4064, -1.2113], [-3.1289, 1.8418, -1.3217], [-3.9355, -0.7957, -0.0045], [-4.5416, -0.1808, -1.5397], [-6.1515, 0.2365, 0.3322], [-5.5808, 1.7493, -0.3580], [-4.5008, 0.4405, 2.1861], [-5.5294, 1.8669, 2.1245], [-3.1379, 2.5002, 2.4169], [-3.7727, 3.1027, 0.8905], [1.5940, 0.6123, -4.2860], [1.7762, 0.5603, -3.0743], [0.8498, 0.3632, -2.2010], [3.2021, 0.6767, -2.5573], [4.1963, 0.3031, -3.4211], [5.5338, 0.3438, -3.0300], [5.8936, 0.7713, -1.7710], [4.9054, 1.1573, -0.8898], [3.5082, 1.1578, -1.2334], [2.6077, 1.5829, -0.4381], [5.3670, 1.5589, 0.4432], [4.5713, 1.6190, 1.3480], [6.5663, 1.7712, 0.5872], [6.5732, -0.0787, -3.9566], [7.7321, -0.0584, -3.5747], [6.2299, -0.5588, -5.0216], [3.9181, -0.0134, -4.4166], [6.9264, 0.7990, -1.4660]]}


Record 3
{"formula": "C44H57N6O8P2PbS3", "method": "wB97M-V/def2-TZVPD", "homo_lumo_gap_ev": 7.01, "lumo_energy_ha": -0.0847, "relative_energy_kcal_mol": 10.2, "molar_mass_g_mol": 1163.32, "homo_energy_ev": -9.309, "total_charge": 1, "species": ["Pb", "C", "C", "C", "C", "N", "C", "C", "C", "C", "C", "C", "N", "H", "H", "H", "H", "H", "H", "H", "H", "C", "C", "C", "O", "P", "O", "C", "P", "O", "O", "C", "C", "C", "O", "C", "C", "C", "O", "C", "C", "C", "H", "H", "H", "H", "H", "H", "H", "H", "H", "H", "H", "H", "H", "H", "H", "H", "H", "H", "H", "H", "H", "H", "H", "H", "H", "H", "H", "H", "H", "H", "N", "S", "C", "C", "C", "C", "C", "C", "C", "C", "C", "C", "C", "C", "H", "H", "H", "H", "H", "H", "H", "H", "H", "H", "H", "N", "C", "C", "C", "C", "C", "C", "S", "O", "O", "N", "C", "S", "C", "C", "N", "H", "H", "H", "H", "H", "H", "H", "H"], "coordinates": [[0.4916, 0.1710, 0.6301], [4.9468, -1.1272, 1.3648], [5.7567, -0.2554, 0.6611], [5.1819, 0.7995, -0.0295], [3.8043, 0.9597, 0.0015], [3.0299, 0.1189, 0.6961], [3.5822, -0.9009, 1.3561], [3.1093, 2.0530, -0.7518], [3.7954, 2.9619, -1.5468], [3.0789, 3.9179, -2.2462], [1.6978, 3.9366, -2.1521], [1.0918, 2.9982, -1.3375], [1.7791, 2.0965, -0.6424], [5.3516, -1.9674, 1.9111], [6.8304, -0.3903, 0.6463], [5.8092, 1.4842, -0.5797], [2.9007, -1.5526, 1.8935], [4.8711, 2.9307, -1.6302], [3.5985, 4.6355, -2.8676], [1.1026, 4.6582, -2.6934], [0.0119, 2.9568, -1.2357], [-0.0105, -5.7279, -3.1856], [0.7843, -5.6524, -1.8997], [2.2604, -5.9276, -2.0902], [0.5967, -4.3687, -1.2353], [0.7337, -2.8914, -1.6941], [1.2232, -1.9753, -0.6507], [-0.9214, -2.3901, -2.1979], [-1.0362, -0.6745, -2.7249], [-0.2572, 0.2763, -1.9089], [-2.6042, -0.4628, -2.6820], [-3.1488, 0.8929, -2.5774], [-4.3466, 0.9607, -3.4941], [-3.4800, 1.1531, -1.1234], [-0.5963, -0.6062, -4.2395], [-1.3914, -1.1257, -5.3473], [-0.7145, -2.3570, -5.9071], [-1.5129, -0.0121, -6.3621], [1.6109, -2.8652, -3.0108], [2.7144, -1.9048, -3.1371], [2.8947, -1.6507, -4.6140], [3.9457, -2.4695, -2.4622], [0.0794, -6.7286, -3.6092], [0.3786, -5.0161, -3.9173], [-1.0691, -5.5298, -3.0089], [0.3776, -6.3531, -1.1737], [2.6730, -5.3057, -2.8850], [2.4005, -6.9757, -2.3576], [2.8028, -5.7317, -1.1650], [-1.5356, -2.4837, -1.2975], [-1.3152, -3.0530, -2.9697], [-2.3806, 1.5960, -2.9055], [-5.0848, 0.2114, -3.2034], [-4.0606, 0.7813, -4.5312], [-4.8079, 1.9466, -3.4305], [-4.2061, 0.4188, -0.7683], [-3.9100, 2.1497, -1.0113], [-2.5836, 1.0859, -0.5038], [-2.3829, -1.3812, -4.9659], [0.2782, -2.1081, -6.2832], [-1.3084, -2.7576, -6.7298], [-0.6056, -3.1347, -5.1517], [-0.5309, 0.2347, -6.7694], [-1.9306, 0.8852, -5.9049], [-2.1632, -0.3216, -7.1813], [2.4046, -0.9881, -2.6318], [3.0591, -2.5926, -5.1418], [3.7649, -1.0112, -4.7694], [2.0174, -1.1560, -5.0313], [4.2767, -3.3810, -2.9635], [3.7433, -2.6940, -1.4138], [4.7538, -1.7365, -2.5075], [-1.2383, 2.1158, 1.3961], [-1.7669, 3.5892, 1.1415], [-2.8954, 4.0262, 2.4502], [-4.2519, 3.9218, 2.1771], [-5.1648, 4.1216, 3.2030], [-4.7153, 4.4137, 4.4831], [-3.3537, 4.5137, 4.7450], [-2.4330, 4.3202, 3.7273], [-0.4639, 4.7745, 1.4695], [-0.6907, 6.1200, 1.2114], [0.3468, 7.0216, 1.3892], [1.5961, 6.5742, 1.8094], [1.8107, 5.2249, 2.0519], [0.7742, 4.3149, 1.8755], [-1.0754, 1.9723, 2.3951], [-4.5886, 3.6890, 1.1739], [-6.2253, 4.0467, 3.0018], [-5.4289, 4.5677, 5.2821], [-3.0073, 4.7454, 5.7437], [-1.3709, 4.4038, 3.9242], [-1.6670, 6.4627, 0.8860], [0.1824, 8.0744, 1.1996], [2.4026, 7.2830, 1.9458], [2.7848, 4.8771, 2.3742], [0.9206, 3.2528, 2.0294], [-4.2418, -3.5199, 6.7162], [-3.1576, -3.3659, 5.8831], [-3.3413, -3.0184, 4.5369], [-2.2597, -2.9080, 3.6907], [-0.9718, -3.1338, 4.1717], [-0.7770, -3.4775, 5.5025], [-1.8615, -3.5932, 6.3526], [0.3899, -2.9984, 3.0744], [1.5666, -3.3901, 3.8128], [0.0488, -3.6853, 1.8608], [0.4777, -1.4353, 2.6711], [0.8753, -0.4984, 3.5602], [1.1515, -0.6574, 5.2750], [1.5005, 1.0298, 5.3732], [1.4159, 1.5897, 4.1529], [1.0753, 0.7399, 3.1199], [-5.1365, -3.1729, 6.4249], [-4.0907, -3.5875, 7.7056], [-4.3448, -2.8496, 4.1635], [-2.4026, -2.6564, 2.6471], [0.2271, -3.6678, 5.8585], [-1.7107, -3.8688, 7.3898], [1.7684, 1.4928, 6.3086], [1.6175, 2.6298, 3.9415]]}